# C23H49Cl12O5PSSi

7 unconnected molecules or ions with the total composition C23H49Cl12O5PSSi at a distorted geometry (the ωB97M-V functional and the def2-TZVPD basis, the Open Molecules 2025 dataset).

Computed properties:
E_LUMO ... -0.0445 Ha
Orbital gap ... 7.7 eV
Electronic energy ... -213146.335 eV
Highest occupied orbital energy ... -8.86 eV
Structure (SMILES) ... COCCCCCCCCCCC[C@H](OC(=O)P(O)(O)=S)[Si](C)(C)C.ClCCl.ClCCl.ClCCl.ClCCl.ClCCl.ClCCl

Geometry as ORCA input:
```
! wB97M-V def2-TZVPD RIJCOSX def2/J DEFGRID3
* xyz 0 1
C 3.1038 2.5314 -1.0497
O 3.7239 1.3281 -1.6689
C 2.5852 0.5594 -2.2144
C 1.9937 -0.5122 -1.1188
C 1.3047 -1.7449 -1.9977
C 1.9341 -3.1898 -1.4799
C 0.6590 -4.2634 -1.4604
C -0.2618 -3.8708 -0.1222
C -1.7565 -4.5061 -0.4222
C -2.9357 -3.3612 -0.4261
C -3.4986 -2.9529 -1.9093
C -2.7519 -1.6760 -2.6153
C -2.4955 -0.3881 -1.6344
C -3.8453 0.0527 -0.7500
O -5.1111 -0.2101 -1.4287
C -5.5191 0.8234 -2.3756
O -6.5910 1.5844 -2.0139
P -4.8026 1.1844 -4.1054
O -3.1568 1.7383 -4.1406
O -5.0671 -0.2012 -5.1855
S -5.8743 2.6433 -4.9209
Si -3.6199 1.8127 -0.0090
C -2.0330 1.7134 1.1403
C -5.0938 2.2701 1.1930
C -3.2696 3.2094 -1.2830
H 2.4245 3.1220 -1.8169
H 2.5051 2.1855 -0.0966
H 3.9679 3.2807 -0.7316
H 1.7003 1.2204 -2.6012
H 3.0081 -0.0404 -3.1476
H 1.1523 -0.0148 -0.4357
H 2.8410 -0.9016 -0.4067
H 0.1509 -1.6831 -1.8038
H 1.5163 -1.6419 -3.1591
H 2.3115 -3.0363 -0.3616
H 2.7842 -3.5709 -2.1918
H -0.0364 -4.1265 -2.4103
H 1.0343 -5.3811 -1.3922
H -0.3440 -2.7144 0.0529
H 0.2436 -4.3157 0.8565
H -1.7729 -5.1508 -1.4248
H -1.9935 -5.2207 0.5018
H -3.8559 -3.8389 0.1652
H -2.5615 -2.4696 0.2324
H -3.3104 -3.8951 -2.6163
H -4.6658 -2.7844 -1.9009
H -3.3883 -1.3589 -3.5579
H -1.6840 -1.9821 -3.0519
H -1.7122 -0.7552 -0.8111
H -1.9771 0.5346 -2.1553
H -3.8198 -0.6907 0.1859
H -2.5863 0.8979 -4.2242
H -5.6352 -0.8488 -4.6704
H -1.7381 0.5616 1.2386
H -1.0977 2.2382 0.6594
H -2.2703 2.0816 2.2398
H -5.2835 1.3301 1.8880
H -6.0451 2.6013 0.5892
H -4.6658 3.1348 1.8836
H -4.1480 3.2401 -2.0575
H -2.2919 2.8809 -1.8827
H -3.0567 4.2222 -0.7371
Cl -4.2008 0.7729 4.2393
C -4.1710 -0.9835 4.0407
Cl -3.0638 -1.4587 2.7471
H -3.8423 -1.4418 4.9766
H -5.1772 -1.3307 3.7934
Cl 7.6004 -1.2274 -1.3427
C 6.0630 -1.2217 -0.4699
Cl 5.1440 -2.6974 -0.7904
H 6.2629 -1.1528 0.6022
H 5.4745 -0.3590 -0.7916
Cl 11.5823 1.5692 1.4096
C 10.3316 0.3281 1.2657
Cl 8.7765 0.9198 1.8631
H 10.2261 0.0496 0.2143
H 10.6284 -0.5457 1.8508
Cl -5.6943 0.3611 7.1118
C -6.8188 1.6921 6.8129
Cl -7.5693 1.5451 5.2191
H -7.6000 1.6762 7.5769
H -6.2728 2.6373 6.8633
Cl 9.0007 -0.4032 6.9271
C 8.3475 -0.2896 5.2882
Cl 8.4018 -1.8567 4.4718
H 7.3096 0.0480 5.3415
H 8.9405 0.4295 4.7179
Cl 4.7385 5.5287 0.8174
C 5.5019 6.3584 -0.5442
Cl 4.8938 5.7431 -2.0859
H 5.2841 7.4271 -0.4770
H 6.5818 6.1983 -0.4982
*
```